1.
The following is a quantum chemistry calculation of a molecular structure, C21H16IrN4O8S3 at a distorted geometry, from OMol25.

Cartesian coordinates (Å):
Ir: 0.004 -1.488 -1.332
S: -0.674 -2.348 0.870
S: 3.236 0.636 2.774
S: -0.250 -3.955 -1.508
O: 4.130 1.013 1.708
O: 2.363 -3.554 -0.351
O: -1.786 6.172 -3.865
O: 3.399 1.345 4.013
O: -1.974 -0.470 -1.872
O: 0.019 4.987 -3.859
O: 2.076 -1.393 -0.772
O: -0.228 0.103 -3.072
N: 3.400 -0.993 3.164
N: 0.305 -7.396 0.308
N: -1.191 5.107 -3.768
N: 0.133 -4.592 3.555
C: -0.339 -3.917 0.214
C: 0.002 -4.772 2.428
C: -0.781 0.714 2.742
C: -1.966 3.929 -3.509
C: -3.355 4.021 -3.443
C: -3.465 1.685 -2.910
C: -0.102 -4.991 1.044
C: -1.386 0.325 -2.660
C: -1.319 2.716 -3.305
C: 2.925 -1.945 2.189
C: 0.530 0.565 3.156
C: -2.080 1.595 -3.008
C: 1.266 1.038 0.913
C: 0.137 -6.299 0.606
C: 2.645 -2.375 -0.198
C: -1.090 1.048 1.427
C: 3.683 -1.950 0.846
C: 1.543 0.737 2.234
C: -2.510 1.237 0.995
C: -4.098 2.893 -3.149
C: -0.050 1.194 0.511
H: -0.242 2.644 -3.355
H: -2.786 0.442 0.302
H: 2.082 1.164 0.221
H: -2.632 2.184 0.471
H: -3.181 1.217 1.850
H: -1.579 0.584 3.458
H: -4.025 0.802 -2.642
H: 4.525 -2.639 0.865
H: 0.775 0.311 4.174
H: 4.339 -1.173 3.487
H: 2.931 -2.941 2.643
H: 4.022 -0.942 0.612
H: -5.173 2.951 -3.083
H: -0.270 1.472 -0.509
H: 1.880 -1.681 2.002
H: -3.813 4.984 -3.611

Results
E_tot = -2929.69428 Eh
energy above the lowest of the compared OMol25 structures with the same formula, charge and spin = 42.2 kcal per mole
net charge = -1

2.
The following is a quantum chemistry calculation of C24H27N3O3 in the gas phase, from OMol25.

Cartesian coordinates (Å):
O: 0.334 -0.355 1.780
O: -2.885 -5.100 0.478
O: 2.272 1.846 -1.757
N: 0.530 3.043 3.208
N: 0.305 2.929 -1.902
N: 1.204 -0.726 -0.262
C: 0.260 -0.237 0.568
C: 1.177 -0.656 -1.707
C: 0.271 -3.518 1.262
C: -0.957 -4.643 -0.952
C: -1.046 0.373 -1.550
C: -1.530 5.475 1.357
C: -0.893 5.319 0.124
C: 2.322 -2.933 -0.082
C: -0.902 0.526 -0.044
C: 0.787 4.203 -1.391
C: 1.635 2.767 1.287
C: 0.318 -4.107 -1.046
C: -1.629 -4.610 0.263
C: 0.172 4.456 -0.041
C: 0.325 0.507 -2.207
C: -3.558 -5.714 -0.592
C: 1.068 1.819 -1.910
C: -1.138 4.752 2.463
C: -0.998 -4.041 1.370
C: -0.070 3.876 2.313
C: 0.951 -3.538 0.047
C: 0.604 3.725 1.074
C: 1.548 2.376 2.586
C: 2.323 -1.446 0.309
H: 3.025 -3.454 0.572
H: -1.435 -0.623 -1.780
H: -4.516 -6.040 -0.191
H: -1.643 4.860 3.411
H: 2.233 -1.338 1.391
H: 0.828 -4.148 -2.000
H: 2.338 2.413 0.561
H: 2.135 1.656 3.120
H: 2.207 -0.521 -2.051
H: 2.675 -3.048 -1.109
H: 0.234 0.431 -3.297
H: 0.238 2.899 4.159
H: 3.255 -0.974 -0.019
H: -2.355 6.169 1.437
H: -1.244 5.894 -0.722
H: -0.746 1.574 0.228
H: -3.009 -6.585 -0.967
H: -1.768 1.094 -1.940
H: 0.735 -3.076 2.130
H: -1.530 -4.021 2.308
H: 0.787 -1.597 -2.116
H: -3.731 -5.014 -1.416
H: -0.696 2.842 -1.976
H: 0.521 4.995 -2.097
H: -1.408 -5.078 -1.830
H: -1.807 0.197 0.472
H: 1.873 4.122 -1.323

Results
E_tot = -1320.79669 Eh
SMILES = COc1ccc(CCN2C[C@H](C(=O)NCc3cccc4[nH]ccc34)CCC2=O)cc1
energy above the lowest of the compared OMol25 structures with the same formula, charge and spin = 8.2 kcal per mole
net charge = 0

3.
The following is a quantum chemistry calculation of C5H10O2 in the gas phase, from OMol25.

Cartesian coordinates (Å):
O: 0.458 1.635 -1.214
O: -1.787 1.057 -0.455
C: 0.156 -0.736 -1.266
C: -1.081 0.067 -0.084
C: 0.594 0.435 -0.591
C: -1.122 -0.553 1.314
C: 1.717 0.408 0.413
H: -1.289 -0.916 -0.753
H: -2.160 -0.459 1.645
H: 0.464 -1.710 -0.888
H: 1.554 1.148 1.202
H: -0.480 -0.037 2.033
H: 2.629 0.702 -0.120
H: -0.863 -1.617 1.298
H: 1.883 -0.576 0.862
H: -0.175 -0.674 -2.300
H: -0.517 1.857 -1.050

Results
E_tot = -346.86809 Eh
energy above the lowest of the compared OMol25 structures with the same formula, charge and spin = 98.7 kcal per mole
net charge = 0

4.
The following is a quantum chemistry calculation of C11H14N2O2 in the gas phase at a distorted geometry, from OMol25.

Cartesian coordinates (Å):
O: 0.555 0.072 0.071
O: 2.267 -1.083 1.139
N: 2.616 2.732 3.375
N: 4.112 2.767 1.626
C: -2.328 -0.784 -1.224
C: 2.247 1.270 1.267
C: -1.261 -1.285 -0.510
C: 3.750 1.373 1.242
C: -4.726 -1.426 -0.260
C: 1.690 -0.057 0.816
C: -3.642 -1.105 -0.760
C: 3.663 3.310 2.700
C: 1.773 1.700 2.722
C: 0.197 -1.030 -0.827
C: -2.177 0.182 -2.362
H: -1.425 0.053 -3.121
H: 1.799 0.732 3.316
H: -1.406 -1.889 0.381
H: 4.177 0.602 1.978
H: 1.859 1.992 0.569
H: 2.360 3.249 4.194
H: 4.048 1.149 0.173
H: 0.588 -0.831 -1.837
H: -3.061 -0.018 -2.926
H: 0.651 1.979 2.750
H: -2.137 1.109 -1.860
H: 0.737 -1.997 -0.613
H: 3.991 4.304 3.014
H: -5.572 -1.724 0.310

Results
E_tot = -687.40966 Eh
SMILES = C#C/C(C)=C/COC(=O)[C@@H]1CN=CNC1
energy above the lowest of the compared OMol25 structures with the same formula, charge and spin = 72.0 kcal per mole
net charge = 0

5.
The following is a quantum chemistry calculation of 2 unconnected molecules or ions with the total composition C10H16 at a distorted geometry, from OMol25.

Cartesian coordinates (Å):
C: 0.758 -0.676 -1.363
C: -1.768 -2.140 3.420
C: 1.322 2.094 -1.725
C: 2.206 1.253 -1.053
C: -0.038 0.132 -2.163
C: -2.051 -2.122 1.894
C: -0.932 -1.480 1.064
C: 1.420 3.592 -1.815
C: 0.163 1.498 -2.203
C: 1.853 -0.060 -0.754
H: -2.914 -1.514 1.652
H: -0.951 -1.457 3.710
H: -1.427 -3.119 3.698
H: 2.661 -0.586 -0.279
H: 1.454 4.068 -0.836
H: 3.054 1.537 -0.440
H: 2.435 3.898 -2.077
H: 0.048 -1.631 1.533
H: 0.622 4.016 -2.412
H: -0.886 -1.776 0.032
H: -2.709 -1.882 3.903
H: -0.626 2.092 -2.691
H: -0.821 -0.487 -2.615
H: -1.099 -0.392 1.128
H: 0.588 -1.723 -1.198
H: -2.363 -3.137 1.591

Results
E_tot = -390.59018 Eh
SMILES = Cc1ccccc1.CCC
energy above the lowest of the compared OMol25 structures with the same formula, charge and spin = 28.7 kcal per mole
net charge = 0